Record 1
Formula: C37H50BBr72ClFIO12P2
Source: the Open Molecules 2025 dataset
Level of theory: ωB97M-V/def2-TZVPD

Positions of all 177 atoms, in Å:
C (5.112, 0.137, 3.659)
C (4.704, -0.514, 2.357)
O (3.350, -0.980, 2.385)
C (2.633, -0.608, 1.264)
O (3.187, -1.284, 0.170)
B (2.893, -2.663, 0.203)
O (1.846, -3.153, -0.468)
O (3.736, -3.469, 0.891)
O (1.306, -0.997, 1.322)
C (0.363, -0.327, 2.152)
C (0.831, 0.602, 3.265)
C (1.472, 1.952, 2.974)
C (0.789, 2.880, 1.998)
Cl (1.473, 4.525, 2.221)
C (-0.741, 0.281, 1.208)
C (-0.138, 0.548, -0.176)
O (-0.972, 1.338, -1.008)
C (-0.909, 2.675, -0.794)
C (-2.036, 3.336, -0.065)
O (-0.026, 3.271, -1.177)
O (-1.827, -0.614, 0.966)
C (-3.074, -0.077, 1.036)
F (-3.429, 0.607, -0.056)
C (-4.054, -1.257, 1.151)
P (-5.654, -0.816, 1.871)
O (-6.624, -0.520, 0.867)
O (-6.132, -2.099, 2.709)
O (-5.519, 0.405, 2.895)
P (-0.314, -1.845, 3.166)
O (-0.665, -3.007, 2.082)
I (-2.374, -1.208, 4.457)
H (6.176, 0.294, 3.578)
H (4.876, -0.486, 4.504)
H (4.696, 1.124, 3.747)
H (5.336, -1.365, 2.161)
H (4.900, 0.192, 1.561)
H (2.722, 0.437, 0.999)
H (1.576, -2.448, -1.058)
H (3.620, -3.339, 1.837)
H (-0.019, 0.767, 3.912)
H (1.519, 0.050, 3.879)
H (1.556, 2.482, 3.910)
H (2.489, 1.833, 2.654)
H (1.100, 2.612, 1.010)
H (-0.273, 2.968, 2.106)
H (-1.146, 1.183, 1.634)
H (-0.032, -0.393, -0.679)
H (0.839, 1.008, -0.130)
H (-1.765, 4.365, 0.078)
H (-2.194, 2.846, 0.881)
H (-2.943, 3.320, -0.644)
H (-3.184, 0.531, 1.921)
H (-3.561, -2.078, 1.639)
H (-4.249, -1.547, 0.132)
H (-5.602, -2.107, 3.515)
H (-4.697, 0.301, 3.398)
H (-0.511, -2.676, 1.189)
C (3.216, 7.812, -0.390)
Br (1.540, 8.426, -1.104)
Br (3.323, 8.063, 1.520)
Br (3.554, 5.987, -0.900)
H (3.995, 8.415, -0.829)
C (-9.991, -2.199, -0.373)
Br (-9.859, -1.845, -2.256)
Br (-11.438, -1.223, 0.442)
Br (-10.121, -4.092, -0.010)
H (-9.074, -1.846, 0.080)
C (-1.243, 11.106, 0.750)
Br (-2.219, 10.969, -0.905)
Br (-0.928, 9.377, 1.538)
Br (0.396, 12.098, 0.532)
H (-1.861, 11.662, 1.437)
C (2.327, 1.875, -4.070)
Br (2.848, 0.775, -2.576)
Br (3.141, 1.254, -5.710)
Br (0.419, 1.995, -4.229)
H (2.700, 2.871, -3.882)
C (-4.036, 6.780, 3.610)
Br (-3.138, 5.867, 2.167)
Br (-2.788, 7.667, 4.774)
Br (-5.382, 7.994, 2.960)
H (-4.541, 6.029, 4.196)
C (-15.549, 0.526, 0.866)
Br (-15.328, -0.980, -0.311)
Br (-17.209, 0.435, 1.839)
Br (-14.043, 0.733, 2.051)
H (-15.590, 1.409, 0.249)
C (-3.148, 10.639, 8.088)
Br (-1.261, 10.302, 7.893)
Br (-4.026, 10.732, 6.379)
Br (-3.986, 9.350, 9.247)
H (-3.254, 11.604, 8.555)
C (6.218, -2.788, 3.486)
Br (6.828, -0.990, 3.160)
Br (7.155, -3.623, 4.944)
Br (4.315, -2.838, 3.764)
H (6.425, -3.363, 2.596)
C (8.262, -7.088, 6.489)
Br (9.492, -8.432, 7.112)
Br (6.482, -7.791, 6.276)
Br (8.282, -5.527, 7.618)
H (8.598, -6.777, 5.512)
C (-9.515, -4.728, -5.697)
Br (-9.275, -6.242, -6.866)
Br (-11.176, -4.829, -4.731)
Br (-8.014, -4.500, -4.515)
H (-9.564, -3.851, -6.323)
C (2.510, 5.088, -6.322)
Br (1.127, 4.781, -7.629)
Br (3.750, 6.443, -6.906)
Br (1.774, 5.488, -4.591)
H (3.070, 4.167, -6.228)
C (5.200, -7.262, 1.294)
Br (6.502, -5.837, 1.263)
Br (4.945, -7.949, 3.077)
Br (3.541, -6.715, 0.493)
H (5.597, -8.065, 0.695)
C (-0.825, 2.873, -10.935)
Br (0.234, 1.679, -9.868)
Br (-2.551, 2.136, -11.362)
Br (-0.955, 4.592, -10.082)
H (-0.304, 3.021, -11.868)
C (2.463, -2.009, -7.385)
Br (2.990, -3.226, -5.988)
Br (3.180, -2.512, -9.099)
Br (0.554, -1.793, -7.468)
H (2.879, -1.046, -7.133)
C (1.388, -1.690, 7.517)
Br (3.230, -2.059, 7.123)
Br (0.460, -1.446, 5.830)
Br (0.564, -3.032, 8.626)
H (1.350, -0.751, 8.069)
C (-1.209, -3.539, -11.075)
Br (-0.190, -2.006, -11.648)
Br (-0.065, -4.993, -10.545)
Br (-2.462, -3.077, -9.686)
H (-1.783, -3.876, -11.923)
C (4.044, 3.543, -9.622)
Br (3.090, 3.242, -11.265)
Br (4.347, 1.890, -8.685)
Br (5.673, 4.528, -9.903)
H (3.409, 4.149, -8.993)
C (-1.148, -3.345, -3.388)
Br (0.145, -1.918, -3.332)
Br (-1.413, -4.131, -1.648)
Br (-2.805, -2.764, -4.174)
H (-0.743, -4.115, -4.028)
C (-0.488, 11.394, -4.921)
Br (0.098, 10.331, -3.428)
Br (0.311, 10.807, -6.572)
Br (-2.411, 11.452, -5.038)
H (-0.150, 12.403, -4.745)
C (-6.440, -8.859, -7.692)
Br (-7.482, -10.442, -8.037)
Br (-4.855, -9.255, -6.674)
Br (-6.024, -7.914, -9.318)
H (-7.049, -8.202, -7.090)
C (6.606, -9.164, 10.235)
Br (7.836, -10.508, 10.860)
Br (4.828, -9.870, 10.021)
Br (6.625, -7.601, 11.359)
H (6.945, -8.855, 9.256)
C (2.794, -8.231, 13.808)
Br (1.786, -9.869, 13.716)
Br (4.601, -8.542, 14.400)
Br (2.737, -7.264, 12.144)
H (2.321, -7.608, 14.550)
C (5.504, -3.207, -12.643)
Br (6.047, -4.438, -11.266)
Br (6.202, -3.708, -14.366)
Br (3.591, -2.991, -12.685)
H (5.927, -2.246, -12.395)
C (3.173, 2.026, 9.996)
Br (2.137, 0.409, 9.820)
Br (4.867, 1.692, 10.843)
Br (3.383, 2.914, 8.299)
H (2.619, 2.691, 10.638)

E_LUMO: -0.73 eV
gap between HOMO and LUMO: 0.270 hartree
E_HOMO: -0.29666 Eh

***

Record 2
Formula: C3H8BrPS
Source: the Open Molecules 2025 dataset
Level of theory: ωB97M-V/def2-TZVPD

Positions of all 14 atoms, in Å:
C (-1.370, -1.349, -0.113)
C (-0.601, -0.102, 0.367)
C (0.500, 0.214, -0.653)
P (0.625, 2.936, 0.779)
S (1.509, 1.787, -0.662)
Br (2.308, -2.605, 0.922)
H (-2.138, -1.489, 0.536)
H (-1.876, -1.262, -1.165)
H (-0.656, -2.225, 0.001)
H (-0.343, -0.302, 1.451)
H (-1.091, 0.941, 0.550)
H (1.288, -0.506, -0.554)
H (0.219, 0.092, -1.705)
H (1.627, 3.870, 0.245)

E_LUMO (alpha / beta): -0.69 / -3.82 eV
energy above the lowest of the compared OMol25 structures with the same formula, charge and spin: 93.40 kcal/mol
gap between HOMO and LUMO (alpha / beta): 0.342 / 0.131 hartree
E_HOMO (alpha / beta): -0.36704 / -0.27105 Eh

***

Record 3
Formula: C11H12NO2
Source: the Open Molecules 2025 dataset
Level of theory: ωB97M-V/def2-TZVPD

Positions of all 26 atoms, in Å:
C (1.830, 1.924, 1.616)
C (2.232, 3.358, 1.202)
O (3.287, 3.456, 0.533)
O (1.441, 4.265, 1.546)
H (0.753, 1.759, 1.496)
H (2.013, 1.646, 2.660)
H (2.354, 1.211, 0.972)
C (0.504, -3.278, -1.201)
C (-0.737, 0.233, -0.788)
C (-0.809, -1.114, -0.419)
C (0.295, -1.807, -1.048)
C (1.026, -0.833, -1.650)
C (-2.655, 0.681, 0.523)
C (-1.710, 1.136, -0.354)
C (-2.669, -0.640, 0.969)
C (-1.774, -1.580, 0.472)
N (0.358, 0.390, -1.617)
H (-3.429, 1.345, 0.888)
H (-1.668, 2.155, -0.725)
H (-3.370, -1.016, 1.698)
H (-1.764, -2.600, 0.825)
H (0.915, 1.231, -1.673)
H (1.942, -0.855, -2.224)
H (-0.392, -3.854, -0.961)
H (1.259, -3.671, -0.517)
H (0.767, -3.543, -2.225)

E_LUMO: 2.95 eV
energy above the lowest of the compared OMol25 structures with the same formula, charge and spin: 22.46 kcal/mol
total charge: -1
gap between HOMO and LUMO: 0.251 hartree
E_HOMO: -0.14257 Eh

***

Record 4
Formula: C5H14O2
Source: the Open Molecules 2025 dataset
Level of theory: ωB97M-V/def2-TZVPD

Positions of all 21 atoms, in Å:
C (2.191, 4.079, 2.103)
C (3.349, 3.233, 1.621)
O (2.914, 2.472, 0.506)
C (3.952, 1.657, 0.006)
H (1.853, 4.758, 1.302)
H (1.345, 3.437, 2.401)
H (2.496, 4.685, 2.972)
H (3.698, 2.553, 2.422)
H (4.204, 3.870, 1.325)
H (3.553, 1.094, -0.855)
H (4.304, 0.938, 0.764)
H (4.811, 2.258, -0.335)
C (-0.546, 1.568, 1.120)
O (-0.151, 1.400, 2.467)
C (0.831, 0.390, 2.574)
H (-1.309, 2.364, 1.090)
H (-0.984, 0.644, 0.706)
H (0.303, 1.871, 0.483)
H (0.452, -0.585, 2.223)
H (1.738, 0.642, 1.999)
H (1.103, 0.298, 3.639)

E_LUMO: 1.03 eV
energy above the lowest of the compared OMol25 structures with the same formula, charge and spin: 29.40 kcal/mol
gap between HOMO and LUMO: 0.395 hartree
SMILES string: CCOC.COC
E_HOMO: -0.35702 Eh

***

Record 5
Formula: C34H30N8O2S4Y
Source: the Open Molecules 2025 dataset
Level of theory: ωB97M-V/def2-TZVPD

Positions of all 79 atoms, in Å:
Y (-0.241, -0.996, 0.072)
C (0.564, -0.081, 3.178)
N (1.281, -0.083, 1.893)
C (2.504, -0.914, 1.993)
C (2.843, -1.729, 0.767)
C (4.156, -2.045, 0.481)
C (4.423, -2.933, -0.549)
C (3.372, -3.476, -1.266)
C (2.091, -3.076, -0.946)
N (1.823, -2.215, 0.044)
C (1.610, 1.304, 1.525)
C (0.388, 2.079, 1.096)
C (0.413, 3.464, 1.051)
C (-0.698, 4.136, 0.574)
C (-1.808, 3.411, 0.164)
C (-1.757, 2.035, 0.249)
N (-0.681, 1.381, 0.705)
C (-0.129, -1.391, 3.453)
C (-0.661, -1.648, 4.710)
C (-1.289, -2.858, 4.929)
C (-1.339, -3.784, 3.895)
C (-0.785, -3.446, 2.678)
N (-0.203, -2.260, 2.445)
H (1.259, 0.145, 3.998)
H (-0.172, 0.724, 3.164)
H (3.358, -0.293, 2.280)
H (2.347, -1.631, 2.801)
H (4.955, -1.601, 1.059)
H (5.445, -3.193, -0.792)
H (3.533, -4.167, -2.080)
H (1.240, -3.439, -1.509)
H (2.110, 1.821, 2.354)
H (2.306, 1.273, 0.683)
H (1.294, 3.998, 1.381)
H (-0.702, 5.217, 0.524)
H (-2.697, 3.896, -0.212)
H (-2.590, 1.417, -0.063)
H (-0.581, -0.906, 5.494)
H (-1.723, -3.085, 5.895)
H (-1.802, -4.752, 4.024)
H (-0.813, -4.128, 1.838)
S (-1.533, -3.364, -0.677)
C (-2.693, -2.572, 0.312)
N (-2.464, -1.409, 0.886)
C (-3.496, -1.024, 1.734)
C (-3.515, 0.116, 2.536)
C (-4.618, 0.347, 3.337)
C (-5.696, -0.543, 3.352)
C (-5.681, -1.684, 2.570)
C (-4.569, -1.917, 1.767)
S (-4.232, -3.269, 0.725)
H (-2.679, 0.803, 2.527)
H (-4.647, 1.229, 3.964)
H (-6.550, -0.341, 3.984)
H (-6.510, -2.378, 2.589)
N (2.326, 4.797, -6.150)
C (2.322, 3.768, -5.248)
C (2.686, 2.474, -5.637)
C (2.655, 1.433, -4.731)
C (2.262, 1.668, -3.418)
C (1.903, 2.954, -3.017)
C (1.927, 3.992, -3.919)
S (2.237, 0.372, -2.254)
O (2.549, -0.842, -2.966)
O (3.069, 0.752, -1.136)
N (0.725, 0.335, -1.654)
C (-0.329, 0.025, -2.495)
S (-0.395, 0.082, -4.224)
C (-2.032, -0.468, -4.152)
C (-2.402, -0.696, -2.880)
N (-1.445, -0.396, -1.933)
H (2.762, 4.672, -7.045)
H (2.231, 5.741, -5.827)
H (2.993, 2.292, -6.660)
H (2.929, 0.432, -5.033)
H (1.599, 3.135, -1.992)
H (1.642, 4.991, -3.610)
H (-2.612, -0.610, -5.049)
H (-3.363, -1.070, -2.559)

E_LUMO: -2.19 eV
energy above the lowest of the compared OMol25 structures with the same formula, charge and spin: 0.00 kcal/mol
total charge: +1
gap between HOMO and LUMO: 0.293 hartree
E_HOMO: -0.37350 Eh

***

Total energy, respectively: -189236.6944, -3432.5426, -631.6619, -349.3289, -3533.3442 Ha.